# 1
Density functional theory data (ωB97M-V with the def2-TZVPD basis set) for a cluster of 2 separate species, C3H11N3O2 in total in a non-equilibrium geometry.

Geometry as XYZ:
```
19
Properties=species:S:1:pos:R:3:forces:R:3
O -0.02677 0.02352 0.92349 -1.05 2.32 -3.40
O 1.04692 0.24041 3.44854 -0.98 -0.77 -1.65
N -0.92080 2.12846 0.59800 0.85 -1.31 -0.73
N -0.72707 -0.56406 -2.03781 2.43 2.44 3.33
N 1.28838 -1.77427 -0.87638 -1.75 1.18 -0.17
C -0.45855 0.89069 -1.43885 2.96 -3.04 0.23
C -0.43178 0.92511 0.12703 0.15 -0.31 2.33
C -0.03113 -1.80490 -1.44938 1.62 -2.22 -3.06
H 2.04802 -1.61246 -1.50934 0.56 -0.32 -0.13
H 0.95522 0.17448 2.43904 0.06 0.11 2.44
H -1.67617 -0.73156 -1.85708 -2.13 -0.22 -0.23
H 0.30253 -0.32407 3.77695 0.99 0.74 -0.39
H -0.60052 2.38920 1.50670 -0.07 -0.08 0.82
H -0.10025 -2.52636 -2.39645 0.82 1.51 1.67
H -1.22636 2.91662 0.03919 0.15 -0.48 -0.26
H 1.41324 -1.44648 0.09604 -0.40 -0.03 -0.88
H -0.59399 -2.46789 -0.79430 -1.03 0.85 0.72
H -1.17930 1.58834 -1.69079 -1.83 0.76 -1.17
H 0.54154 1.33247 -1.80568 -1.33 -1.14 0.54
```
Forces are in eV/Å.

## Properties
**Multiplicity**: 2
**Relative energy (zero: lowest compared OMol25 entry of this formula, charge and spin)**: 147.31 kJ/mol
**Expectation value of S²**: 0.760
**Kohn-Sham gap (spin up / spin down)**: 0.380 / 0.184 hartree
**LUMO (spin up / spin down)**: -0.120 / -0.316 Ha
**Net charge**: +1

Need the natural (NBO) charges? In units of e they are: O -0.63; O -0.96; N -0.78; N -0.30; N -0.59; C -0.34; C 0.68; C -0.15; H 0.40; H 0.47; H 0.38; H 0.47; H 0.43; H 0.24; H 0.42; H 0.44; H 0.29; H 0.24; H 0.27


# 2
Density functional theory data (ωB97M-V with the def2-TZVPD basis set) for the molecule C3H11N3O3 in a non-equilibrium geometry.

Geometry as XYZ:
```
20
Properties=species:S:1:pos:R:3:forces:R:3
O 0.09178 -1.23837 2.10550 0.15 1.80 -0.11
O 0.15842 1.44447 1.59421 -0.48 -0.27 1.46
O 1.92203 1.31015 -0.72143 0.44 0.94 -1.32
N -0.46822 -0.86986 -1.98263 -2.53 1.86 -0.59
N -0.88757 -0.16687 0.20895 0.70 3.70 -2.00
N -0.04048 0.07493 -0.94989 -0.58 -1.77 0.16
C -0.67304 -1.34412 0.91533 2.00 -1.51 -0.37
C -1.00370 1.09986 0.87646 -0.97 0.17 0.18
C 1.41544 0.03637 -0.84831 -0.50 -2.54 0.49
H 1.71514 -0.56895 -1.70970 0.21 0.95 -0.52
H 0.41158 -0.27802 2.08763 -0.31 -1.62 0.44
H -1.26617 1.88542 0.17180 0.31 -0.20 -0.47
H -1.02317 -1.68612 -1.55850 0.99 1.78 -0.66
H 1.78998 1.70927 -1.61904 0.23 -0.15 1.28
H -1.18104 -0.15834 -2.41009 1.12 -2.71 0.35
H -1.84964 1.13230 1.56410 0.21 -0.59 0.40
H 0.78245 1.90489 1.05972 0.78 0.45 -1.02
H -1.67852 -1.69694 1.10588 0.12 -1.08 0.47
H 1.78791 -0.64728 -0.06832 -0.16 0.79 0.66
H -0.00320 -1.94279 0.17833 -1.73 -0.01 1.17
```
Forces are in eV/Å.

## Properties
**Relative energy (zero: lowest compared OMol25 entry of this formula, charge and spin)**: 412.75 kJ/mol
**SMILES**: NN(CO)N(CO)CO
**Kohn-Sham gap**: 0.368 hartree
**LUMO**: 0.026 Ha

Need the natural (NBO) charges? In units of e they are: O -0.76; O -0.75; O -0.71; N -0.69; N -0.35; N -0.19; C 0.08; C 0.07; C 0.03; H 0.19; H 0.50; H 0.19; H 0.35; H 0.48; H 0.37; H 0.19; H 0.50; H 0.18; H 0.17; H 0.16


# 3
Density functional theory data (ωB97M-V with the def2-TZVPD basis set) for a cluster of 2 separate species, C3H11N3S in total.

Geometry as XYZ:
```
18
Properties=species:S:1:pos:R:3:forces:R:3
S 3.17152 0.32565 0.09332 0.19 -0.16 0.09
N -1.98788 -1.92422 1.14907 0.28 -0.02 0.16
N -0.61290 1.61213 -0.51896 0.19 0.20 0.40
N -3.65408 -0.81330 0.02878 0.02 0.02 0.06
C 0.53409 1.04276 0.21591 -0.13 0.16 -0.23
C -2.60867 -1.68467 0.07115 -0.33 0.21 -0.19
C 1.65416 0.75516 -0.78032 -0.56 0.17 -0.18
H -0.38861 2.57812 -0.74360 -0.01 -0.08 -0.18
H 1.32397 -0.03809 -1.44760 0.12 -0.17 0.09
H -4.18094 -0.65492 -0.80656 0.05 0.00 -0.04
H 0.89060 1.70290 1.01633 0.10 0.00 -0.03
H 3.70592 -0.45475 -0.85536 -0.01 0.05 0.01
H -1.22710 -2.57432 0.98675 -0.02 -0.04 0.02
H -1.40381 1.68505 0.11486 -0.02 -0.20 -0.09
H -2.39031 -2.12456 -0.90233 0.10 -0.09 -0.03
H -3.91851 -0.34037 0.87426 -0.06 -0.03 0.03
H 0.21314 0.12005 0.68833 -0.03 -0.17 0.05
H 1.80269 1.62991 -1.41175 0.14 0.13 0.06
```
Forces are in eV/Å.

## Properties
**Relative energy (zero: lowest compared OMol25 entry of this formula, charge and spin)**: 65.56 kJ/mol
**SMILES**: [H]/N=C/N.NCCS
**Kohn-Sham gap**: 0.365 hartree
**LUMO**: 0.035 Ha

Need the natural (NBO) charges? In units of e they are: S -0.05; N -0.74; N -0.83; N -0.82; C -0.23; C 0.28; C -0.52; H 0.35; H 0.22; H 0.39; H 0.17; H 0.12; H 0.34; H 0.36; H 0.15; H 0.40; H 0.21; H 0.20


# 4
Density functional theory data (ωB97M-V with the def2-TZVPD basis set) for the ion C3H11N4 with charge +1 in a non-equilibrium geometry.

Geometry as XYZ:
```
18
Properties=species:S:1:pos:R:3:forces:R:3
N 1.46541 -0.89600 0.14738 0.91 0.04 0.78
N -0.57266 0.45699 0.13686 2.02 0.34 0.77
N 2.43626 -1.74719 -1.71356 1.67 -1.87 -1.08
N 0.74580 0.20416 0.71384 0.65 0.42 0.79
C 1.70826 -0.86771 -1.11226 -3.63 3.36 -2.02
C -0.91888 1.82611 0.60486 0.34 -4.58 4.86
C -1.50745 -0.64552 0.36250 -0.23 -0.09 -2.90
H -0.37663 2.53463 0.16853 2.70 2.80 -1.70
H -2.39763 -0.06613 0.27682 -1.33 -0.31 0.07
H 1.10497 -0.10838 -1.85328 1.63 -1.62 1.85
H -1.52044 -1.39313 -0.54855 0.33 1.38 2.02
H 2.42947 -1.84165 -2.74343 0.16 0.14 1.28
H 0.81438 -0.13645 1.73747 -0.94 1.04 -1.40
H -1.49294 -1.14668 1.30412 0.36 -0.29 0.78
H -1.86086 1.95387 0.33779 -4.36 0.80 -1.32
H 2.98765 -2.40109 -1.13569 -0.51 0.39 -0.72
H -0.95069 1.88419 1.77306 0.40 0.11 -1.86
H 1.19695 1.18863 0.69989 -0.16 -2.06 -0.20
```
Forces are in eV/Å.

## Properties
**Relative energy (zero: lowest compared OMol25 entry of this formula, charge and spin)**: 413.19 kJ/mol
**SMILES**: CN(C)[NH2+]/N=C/N
**Kohn-Sham gap**: 0.406 hartree
**LUMO**: -0.112 Ha
**Net charge**: +1

Need the natural (NBO) charges? In units of e they are: N -0.43; N -0.25; N -0.74; N -0.25; C 0.32; C -0.42; C -0.44; H 0.21; H 0.23; H 0.19; H 0.23; H 0.44; H 0.43; H 0.21; H 0.23; H 0.43; H 0.19; H 0.42